Below is C12H18Si as an isolated structure in a non-equilibrium geometry, with properties calculated with ωB97M-V with the def2-TZVPD basis set.

Cartesian coordinates (Å):
C: -4.95527 0.31976 -0.04807
C: -4.31038 0.22625 1.22161
C: -2.58941 -0.23090 -1.33637
C: -3.81118 0.04760 -0.77179
C: -3.07790 -0.07246 0.67371
C: -1.94302 -0.34814 -0.06278
C: 0.59220 1.83681 0.45861
C: 2.89821 0.89816 0.51040
C: 1.67651 1.09688 -1.64977
C: 1.49827 -2.30400 -1.07136
C: 0.90604 -1.57988 1.90294
C: 1.52372 0.79355 -0.15885
Si: 0.81056 -0.97619 0.10124
H: -5.96739 0.51949 -0.36216
H: -4.64513 0.34810 2.23827
H: -2.25139 -0.32108 -2.35675
H: 0.99343 2.83818 0.30731
H: -0.39264 1.78512 0.00027
H: 0.47391 1.67462 1.52660
H: 3.31513 1.89505 0.36139
H: 3.59810 0.17702 0.08978
H: 2.82371 0.72117 1.58231
H: 2.04004 2.11458 -1.79419
H: 2.38743 0.41818 -2.11664
H: 0.71933 1.00497 -2.15946
H: 2.54081 -2.52307 -0.84039
H: 0.93769 -3.22769 -0.95690
H: 1.44287 -2.00802 -2.11309
H: 0.54349 -0.82533 2.59237
H: 0.29680 -2.46719 2.04314
H: 1.92545 -1.83156 2.18865

Computed properties:
* E_HOMO: -7.073 eV
* LUMO: 0.0252 hartree
* molar mass: 190.36 g/mol
* 2S+1: 1
* total energy: -20606.077 eV
* total charge: 0
* Kohn-Sham gap: 7.758 eV
* energy above the lowest of the compared OMol25 structures with the same formula, charge and spin: 7.946 eV

Atomic partial charges in e from the natural (NBO) method, atoms 1 to 5:
1 C -0.227
2 C -0.212
3 C -0.262
4 C -0.023
5 C -0.037